[1]
Density functional theory data (ωB97M-V/def2-TZVPD) for a 6-piece molecular cluster, C31H63N6O10 overall.

Structure (XYZ):
```
110
Properties=species:S:1:pos:R:3:lowdin_spin:R:1
C 6.281 -3.431 0.761 0.00
C 6.871 -2.107 0.332 0.00
O 7.438 -1.452 1.116 0.00
O 6.817 -1.685 -0.966 0.00
C 5.509 -1.632 -1.534 0.00
C 4.856 -0.263 -1.395 0.00
C 4.131 -0.041 -0.045 0.00
C 2.622 0.235 -0.125 0.00
C 2.315 1.694 -0.578 0.00
C 2.751 1.999 -1.971 0.00
O 2.294 1.550 -2.958 0.00
O 3.759 2.912 -2.032 0.00
C 2.072 0.188 1.355 0.02
C 0.733 -0.535 1.506 0.03
C 0.460 -0.674 3.028 0.00
C -0.472 0.211 0.950 0.00
N 0.932 -1.905 0.993 0.38
O 1.707 -2.610 1.728 0.51
C 1.199 -1.980 -0.461 0.03
C 2.033 -3.237 -0.731 0.00
C -0.140 -2.243 -1.208 0.01
C 1.833 -0.710 -1.074 0.01
H 6.019 -3.351 1.805 0.00
H 7.001 -4.228 0.608 0.00
H 5.380 -3.722 0.226 0.00
H 5.621 -1.835 -2.598 0.00
H 4.833 -2.395 -1.156 0.00
H 5.644 0.487 -1.463 0.00
H 4.230 -0.106 -2.271 0.00
H 4.282 -0.941 0.552 0.00
H 4.601 0.779 0.492 0.00
H 1.235 1.781 -0.507 0.00
H 2.740 2.365 0.163 0.00
H 4.354 2.666 -2.754 0.00
H 2.792 -0.387 1.930 0.00
H 2.075 1.193 1.773 0.00
H 1.408 -0.776 3.542 0.00
H -0.002 0.245 3.378 0.00
H -0.211 -1.514 3.170 0.00
H -1.407 -0.220 1.297 0.00
H -0.529 0.223 -0.139 0.00
H -0.415 1.252 1.259 0.00
H 2.007 -3.376 -1.812 0.00
H 1.561 -4.116 -0.309 0.00
H 3.048 -3.156 -0.357 0.00
H -1.001 -1.957 -0.607 0.00
H -0.256 -3.301 -1.420 0.00
H -0.182 -1.716 -2.158 0.00
H 1.021 -0.118 -1.474 0.00
H 2.398 -1.033 -1.942 0.00
C -3.492 -3.386 5.027 0.00
C -3.038 -3.263 3.593 0.00
O -2.897 -2.179 3.049 0.00
N -2.782 -4.413 2.913 0.00
C -2.889 -5.780 3.386 0.00
H -3.652 -2.391 5.431 0.00
H -4.429 -3.941 5.084 0.00
H -2.730 -3.887 5.626 0.00
H -2.481 -4.258 1.963 0.00
H -1.915 -6.266 3.306 0.00
H -3.603 -6.323 2.764 0.00
H -3.219 -5.817 4.418 0.00
C 0.344 5.138 -0.873 0.00
C -0.558 4.612 0.217 0.00
O -0.102 4.149 1.260 0.00
N -1.891 4.658 0.013 0.00
C -2.623 5.152 -1.147 0.00
H 1.377 5.024 -0.554 0.00
H 0.195 4.567 -1.791 0.00
H 0.151 6.195 -1.058 0.00
H -2.425 4.290 0.786 0.00
H -3.286 5.959 -0.830 0.00
H -3.229 4.334 -1.551 0.00
H -1.950 5.523 -1.914 0.00
C 0.708 -3.032 -6.252 0.00
C -0.213 -3.554 -5.176 0.00
O 0.209 -3.999 -4.122 0.00
N -1.552 -3.511 -5.419 0.00
C -2.236 -3.021 -6.602 0.00
H 1.735 -3.131 -5.914 0.00
H 0.585 -3.608 -7.171 0.00
H 0.506 -1.978 -6.449 0.00
H -2.108 -3.874 -4.661 0.00
H -2.907 -2.208 -6.320 0.00
H -2.827 -3.828 -7.037 0.00
H -1.533 -2.658 -7.343 0.00
C -1.155 4.947 7.033 0.00
C -1.370 4.021 5.859 0.00
O -2.059 3.015 5.947 0.00
N -0.767 4.346 4.687 0.00
C 0.078 5.487 4.393 0.00
H -1.696 4.558 7.891 0.00
H -0.095 5.003 7.285 0.00
H -1.532 5.945 6.806 0.00
H -0.947 3.690 3.940 0.00
H -0.378 6.062 3.586 0.00
H 1.053 5.129 4.062 0.00
H 0.204 6.125 5.263 0.00
C -5.905 2.001 -3.701 0.00
C -5.193 2.358 -2.420 0.00
O -4.853 3.507 -2.165 0.00
N -4.935 1.357 -1.543 0.00
C -5.255 -0.054 -1.666 0.00
H -6.038 2.901 -4.293 0.00
H -5.314 1.288 -4.278 0.00
H -6.886 1.577 -3.485 0.00
H -4.458 1.664 -0.709 0.00
H -5.896 -0.351 -0.836 0.00
H -4.334 -0.637 -1.623 0.00
H -5.764 -0.264 -2.601 0.00
```

⟨S²⟩ ... 0.754
Multiplicity ... 2
Kohn-Sham gap (alpha / beta) ... 8.08 / 9.10 eV
F_max ... 2.944 eV/Å

=====

[2]
Density functional theory data (ωB97M-V/def2-TZVPD) for C7H12O2 as an isolated structure.

Structure (XYZ):
```
21
Properties=species:S:1:pos:R:3:mulliken_charge:R:1
C 1.294 -1.216 1.016 -0.64
C -1.656 -0.741 0.247 -0.41
O 1.439 -1.869 -0.232 -0.59
O -1.915 -1.691 -0.481 -0.57
H 0.562 -2.121 -0.552 0.35
H 0.547 -1.724 1.634 0.31
H 2.256 -1.297 1.529 0.43
H -1.733 -0.848 1.340 0.42
C -0.453 0.402 -1.724 -1.56
C -0.715 0.396 -0.230 1.34
C 0.926 0.259 0.893 0.14
C -1.704 1.247 0.262 -1.14
C 1.757 1.099 0.177 -0.89
H 0.543 0.645 1.835 0.36
H 0.418 -0.208 -1.956 0.37
H -1.304 -0.036 -2.243 0.44
H -0.298 1.417 -2.090 0.35
H -1.889 1.381 1.317 0.33
H -2.103 2.028 -0.370 0.30
H 1.665 2.173 0.251 0.36
H 2.365 0.704 -0.623 0.30
```

Kohn-Sham gap (alpha / beta) ... 7.41 / 7.33 eV
F_max ... 3.359 eV/Å

=====

[3]
Density functional theory data (ωB97M-V/def2-TZVPD) for C21H41HgO13S5 as an isolated structure.

Structure (XYZ):
```
81
Properties=species:S:1:pos:R:3:mulliken_charge:R:1
Hg -2.154 1.047 0.599 1.89
O 1.644 -0.619 0.058 -0.12
C 0.456 -0.150 0.251 0.90
O -0.523 -0.837 0.579 -0.77
O 0.169 1.010 0.016 -0.77
H 2.255 0.080 -0.188 0.15
C 2.723 4.015 -2.854 -0.80
C 3.512 4.602 -1.707 0.03
C 4.677 3.607 -1.441 -1.02
S 3.982 1.886 -1.708 1.11
O 3.660 1.345 -0.329 -0.75
O 4.880 1.138 -2.615 -0.66
C 2.468 2.538 -2.550 -0.21
H 3.290 4.070 -3.783 0.39
H 1.814 4.608 -2.959 0.39
H 2.967 4.710 -0.769 -0.27
H 3.885 5.611 -1.881 0.42
H 5.227 3.683 -0.503 0.50
H 5.520 3.640 -2.132 0.41
H 1.677 2.493 -1.802 -0.15
H 2.246 1.844 -3.360 0.50
C 3.393 -2.966 1.726 -0.40
C 2.584 -3.315 3.018 -0.97
C 1.069 -3.532 2.614 -0.06
S 1.186 -4.549 1.114 0.80
O 0.029 -4.239 0.198 -0.42
O 1.265 -5.948 1.608 -0.66
C 2.772 -3.809 0.584 -0.61
H 4.467 -3.091 1.860 0.42
H 3.404 -1.886 1.576 0.07
H 2.685 -2.579 3.815 0.40
H 2.951 -4.286 3.351 0.38
H 0.689 -2.570 2.270 -0.25
H 0.417 -3.963 3.374 0.52
H 2.526 -3.223 -0.302 0.25
H 3.455 -4.531 0.138 0.53
C -2.640 -4.431 2.622 -0.63
C -3.724 -4.493 1.456 -0.40
C -4.684 -3.303 1.534 -0.70
S -3.805 -1.908 2.443 0.79
O -4.466 -1.734 3.750 -0.67
O -3.457 -0.749 1.591 -0.59
C -2.322 -2.940 2.786 0.12
H -1.741 -4.997 2.379 0.25
H -3.113 -4.775 3.542 0.39
H -4.252 -5.442 1.366 0.48
H -3.152 -4.453 0.529 -0.05
H -5.549 -3.607 2.123 0.42
H -5.041 -2.955 0.565 0.38
H -1.956 -2.705 3.785 0.62
H -1.579 -2.633 2.049 -0.45
C -0.111 7.047 1.412 -0.80
C 1.038 6.309 0.762 -0.36
C 0.926 4.787 0.867 -0.62
S -0.677 4.406 1.755 0.80
O -0.352 4.299 3.167 -0.62
O -1.366 3.339 0.981 -0.44
C -1.387 6.060 1.315 -0.75
H -0.241 7.955 0.822 0.40
H 0.157 7.342 2.427 0.34
H 2.000 6.683 1.112 0.39
H 0.953 6.393 -0.322 0.26
H 1.738 4.207 1.305 0.55
H 0.796 4.411 -0.148 0.08
H -2.183 6.150 2.055 0.48
H -1.737 5.920 0.292 0.34
C -2.109 -1.552 -4.418 -0.50
C -1.505 -2.846 -3.766 -0.80
C -1.594 -2.637 -2.277 -0.30
S -3.185 -1.685 -1.975 1.00
O -2.787 -0.538 -1.187 -0.58
O -4.240 -2.607 -1.550 -0.68
C -3.450 -1.219 -3.787 -0.81
H -2.135 -1.939 -5.436 0.41
H -1.362 -0.773 -4.266 0.24
H -0.461 -3.043 -4.009 0.40
H -2.073 -3.738 -4.029 0.37
H -0.772 -2.006 -1.937 -0.01
H -1.635 -3.508 -1.624 0.37
H -3.715 -0.162 -3.765 0.35
H -4.318 -1.762 -4.161 0.35
```

Net charge ... +1
Kohn-Sham gap ... 6.77 eV
F_max ... 6.305 eV/Å

=====

[4]
Density functional theory data (ωB97M-V/def2-TZVPD) for a 3-piece molecular cluster, C3H12O3 overall.

Structure (XYZ):
```
18
Properties=species:S:1:pos:R:3:mulliken_charge:R:1
C -15.158 23.119 30.790 -0.48
O -14.219 24.120 30.670 -0.50
H -15.248 22.686 31.786 0.21
H -16.130 23.575 30.602 0.24
H -14.967 22.424 29.972 0.21
H -14.235 24.458 29.771 0.31
C -11.894 22.910 26.687 -0.57
O -12.895 23.841 26.456 -0.48
H -11.830 22.324 25.770 0.24
H -10.892 23.316 26.543 0.27
H -11.994 22.287 27.576 0.22
H -13.244 23.693 25.574 0.31
C -12.550 22.101 35.462 -0.46
O -12.273 21.923 36.775 -0.53
H -13.179 21.293 35.089 0.23
H -12.963 23.099 35.308 0.23
H -11.599 22.176 34.936 0.22
H -13.008 21.804 37.381 0.30
```

Structure (SMILES) ... CO.CO.CO
Kohn-Sham gap ... 10.78 eV
F_max ... 3.245 eV/Å

=====

[5]
Density functional theory data (ωB97M-V/def2-TZVPD) for C5H6N4 as an isolated structure.

Structure (XYZ):
```
15
Properties=species:S:1:pos:R:3:mulliken_charge:R:1
C 2.737 -0.783 -0.945 -0.90
C 1.352 -0.423 -0.561 0.69
C -0.664 -0.325 -0.291 0.25
C -2.094 -0.327 -0.143 -0.63
C -2.215 0.636 0.837 -0.06
H 3.548 -1.528 -0.367 0.26
H 2.580 -1.256 -2.079 0.24
H 3.272 0.222 -0.936 0.26
H -2.671 -0.897 -0.829 0.38
H -3.263 1.117 1.155 0.30
H 1.689 0.574 1.284 0.22
N 0.289 -0.810 -1.170 -0.60
N -1.121 1.068 1.353 -1.06
N -0.255 0.590 0.494 0.97
N 1.109 0.453 0.521 -0.32
```

Kohn-Sham gap ... 9.12 eV
F_max ... 7.126 eV/Å

=====

[6]
Density functional theory data (ωB97M-V/def2-TZVPD) for an isolated ion of composition C12H18NO2 and charge +1.

Structure (XYZ):
```
33
Properties=species:S:1:pos:R:3:mulliken_charge:R:1
C -2.261 3.460 -1.413 -0.60
C -1.954 2.566 -2.438 -0.52
C -1.640 3.380 -0.186 -0.24
C -0.795 1.786 -2.305 -0.14
C -0.607 2.503 0.007 -0.66
C -0.161 1.629 -1.080 1.06
C 1.098 0.842 -0.983 -0.65
C 0.723 -0.399 0.336 0.72
C -2.431 -1.317 -0.986 -0.90
C 3.113 -1.526 2.667 -1.13
C -0.936 -1.607 -1.040 -0.19
C 1.678 -1.305 2.460 -0.16
N 2.243 1.520 -0.666 -0.44
O -0.161 -1.377 0.255 -0.37
O 1.499 -0.270 1.395 -0.20
H -3.236 3.894 -1.410 0.37
H -2.487 2.679 -3.385 0.39
H -1.984 3.972 0.790 0.26
H -0.546 1.119 -3.135 0.39
H -0.088 2.244 0.959 0.27
H 1.251 -0.001 -1.832 0.31
H -2.932 -1.881 -0.061 0.30
H -2.768 -0.270 -1.045 0.25
H -2.764 -1.898 -1.987 0.31
H 3.430 -2.148 3.603 0.35
H 3.582 -2.124 1.892 0.33
H 3.664 -0.572 2.732 0.30
H -0.313 -1.003 -1.692 0.13
H -0.855 -2.677 -1.207 0.33
H 1.274 -0.916 3.410 0.27
H 1.033 -2.163 2.224 0.30
H 3.063 0.895 -0.473 0.31
H 2.035 2.242 -0.096 0.25
```

Net charge ... +1
Kohn-Sham gap ... 9.49 eV
F_max ... 4.517 eV/Å

=====

[7]
Density functional theory data (ωB97M-V/def2-TZVPD) for C26H28Cl3N5O7V as an isolated structure.

Structure (XYZ):
```
70
Properties=species:S:1:pos:R:3:lowdin_spin:R:1
V 0.804 0.369 0.693 0.86
Cl 0.023 -4.368 5.505 0.00
C -0.288 -3.000 4.462 0.00
C 0.792 -2.419 3.801 0.00
C 0.575 -1.342 2.955 0.00
N 1.521 -0.671 2.178 0.00
C 2.879 -0.810 2.323 0.02
O 3.463 -1.483 3.200 0.02
C 3.548 -0.028 1.301 0.03
C 4.936 0.024 1.195 0.00
C 5.542 0.750 0.200 0.02
C 4.691 1.425 -0.716 0.01
C 3.341 1.366 -0.585 0.01
N 2.699 0.656 0.422 0.05
C -0.740 -0.826 2.800 0.00
C -1.799 -1.409 3.471 0.00
C -1.568 -2.506 4.298 0.00
Cl -2.937 -3.219 5.124 0.00
N -0.763 0.285 1.955 0.00
C -1.715 1.212 1.929 0.00
O -2.819 1.244 2.477 0.00
C -1.241 2.410 1.111 0.00
C -2.099 3.429 0.765 0.00
C -1.603 4.499 0.030 0.00
C -0.264 4.513 -0.308 0.00
C 0.533 3.450 0.082 0.00
N 0.062 2.413 0.778 0.01
H 1.795 -2.793 3.938 0.00
H 5.499 -0.543 1.927 0.00
H 6.619 0.789 0.101 0.00
H 5.099 1.988 -1.548 0.00
H 2.699 1.847 -1.313 0.00
H -2.795 -1.006 3.362 0.00
H -3.134 3.350 1.073 0.00
H -2.257 5.304 -0.283 0.00
H 0.163 5.313 -0.897 0.00
H 1.584 3.412 -0.175 0.00
O 2.020 2.788 -3.841 0.00
Cl 0.791 2.035 -3.701 0.00
O 0.957 0.705 -4.239 0.00
O -0.280 2.719 -4.403 0.00
O 0.445 1.949 -2.285 0.00
C -4.517 -0.310 -0.070 0.00
N -4.113 0.016 -1.431 0.00
C -5.107 0.071 -2.482 0.00
C -2.770 0.132 -1.673 0.00
C -2.303 0.330 -3.090 0.00
O -1.976 0.066 -0.753 0.00
H -5.594 -0.178 0.019 0.00
H -4.016 0.336 0.650 0.00
H -4.263 -1.343 0.184 0.00
H -6.085 0.220 -2.026 0.00
H -5.152 -0.847 -3.079 0.00
H -4.924 0.905 -3.158 0.00
H -2.973 -0.095 -3.836 0.00
H -1.318 -0.124 -3.179 0.00
H -2.167 1.394 -3.295 0.00
C 1.803 -2.954 -2.171 0.00
C 1.897 -2.296 -0.789 0.00
C 1.829 -3.375 0.295 0.00
C 0.802 -1.240 -0.619 -0.03
H 2.623 -3.662 -2.342 0.00
H 1.824 -2.199 -2.960 0.00
H 0.857 -3.503 -2.259 0.00
H 2.877 -1.808 -0.727 0.00
H 0.788 -3.674 0.462 0.00
H 2.230 -3.032 1.247 0.00
H 2.393 -4.268 0.000 0.00
H -0.175 -1.743 -0.536 0.00
H 0.754 -0.638 -1.546 0.00
```

Net charge ... -2
⟨S²⟩ ... 0.777
Multiplicity ... 2
Kohn-Sham gap (alpha / beta) ... 4.05 / 4.03 eV
F_max ... 0.840 eV/Å

=====

[8]
Density functional theory data (ωB97M-V/def2-TZVPD) for a single C4H9NO2 molecule.

Structure (XYZ):
```
16
Properties=species:S:1:pos:R:3:mulliken_charge:R:1
C 0.300 -1.425 0.885 -1.28
C -0.608 -0.229 0.403 0.52
C -0.121 1.070 1.052 -0.65
O -0.989 2.117 0.705 -0.56
N 1.179 -0.213 -1.473 -0.49
C 0.035 0.083 -1.927 0.05
O -0.968 0.108 -1.017 -0.49
H 0.120 -2.362 0.343 0.34
H 0.030 -1.646 1.946 0.41
H 1.389 -1.237 0.890 0.31
H -1.628 -0.470 0.711 0.25
H -0.130 0.970 2.146 0.36
H 0.924 1.278 0.759 0.27
H -1.201 1.939 -0.224 0.38
H 1.879 -0.287 -2.192 0.20
H -0.210 0.305 -3.007 0.38
```

Structure (SMILES) ... [H]/N=C/O[C@@H](C)CO
Kohn-Sham gap ... 10.84 eV
F_max ... 1.416 eV/Å

=====

[9]
Density functional theory data (ωB97M-V/def2-TZVPD) for a 2-piece molecular cluster, C2H2BrI overall.

Structure (XYZ):
```
6
Properties=species:S:1:pos:R:3:mulliken_charge:R:1
C -0.757 1.054 -0.426 -0.07
C 0.588 0.434 1.903 -0.60
Br 0.360 1.626 -1.711 0.07
I -0.584 -1.415 2.095 0.05
H 1.017 0.376 0.859 0.22
H 0.119 1.424 2.292 0.33
```

Kohn-Sham gap (alpha / beta) ... 7.74 / 7.07 eV
F_max ... 2.333 eV/Å